Entry from OMol25: a structure of composition C29H51KN5O3SbSi3 at a distorted geometry (ωB97M-V/def2-TZVPD).

Structure (XYZ):
```
93
Properties=species:S:1:pos:R:3:forces:R:3:lowdin_charge:R:1
K 0.630947 -1.879477 1.659721 0.22 0.73 -1.27 0.747
N 2.836143 -1.231483 5.443537 -0.06 0.02 0.02 0.052
C 2.869798 -1.186166 3.962609 0.05 0.02 0.13 -0.779
O 1.778033 -0.761183 3.350723 0.54 0.50 0.73 -0.345
C 3.735151 -2.299818 3.394590 0.03 -0.01 0.05 -0.105
C 4.254852 -0.861679 3.447744 0.03 0.00 0.00 -0.108
H 2.581166 -0.283892 5.719462 0.01 -0.03 -0.01 0.048
H 2.004445 -1.777920 5.664706 0.04 0.01 -0.02 0.055
H 3.474335 -2.688475 2.417467 -0.02 0.00 -0.02 0.074
H 4.180731 -3.017500 4.073430 0.02 0.00 -0.01 0.073
H 4.289535 -0.328566 2.506536 0.00 0.03 -0.03 0.078
H 5.053302 -0.642539 4.147714 0.01 -0.01 0.01 0.070
C -2.735791 0.864107 -1.114634 0.05 0.01 -0.02 -0.341
Sb -0.876238 0.969100 -2.191118 0.10 0.07 -0.07 1.349
C -0.124870 -0.893592 -1.513443 -0.03 -0.06 -0.16 -0.488
C 1.197764 -1.253522 -2.000069 -0.03 -0.01 0.01 -0.495
C 1.718381 -0.868011 -3.263671 -0.01 0.07 -0.07 -0.117
C 2.986891 -1.223196 -3.655437 0.05 0.01 -0.01 -0.116
C 3.770228 -2.003702 -2.808462 0.00 -0.01 0.00 -0.114
C 3.187352 -2.391896 -1.612301 0.13 -0.06 0.02 -0.175
N 1.976737 -2.041833 -1.204731 -0.18 0.02 0.06 0.066
Si -1.255153 -2.322186 -1.804826 0.04 0.12 0.07 0.379
C -1.719683 -2.414396 -3.658856 -0.05 -0.03 0.07 -0.204
C -0.449022 -3.985872 -1.456386 0.01 0.06 -0.05 -0.171
C -2.929375 -2.375996 -0.935647 0.03 -0.01 -0.07 -0.187
C 0.147441 2.677305 -0.996761 -0.15 0.00 0.08 -0.542
C 0.059545 2.449500 0.500426 0.07 0.07 -0.12 -0.403
C 0.673997 3.293027 1.431201 0.00 0.02 0.02 -0.068
C 0.683138 2.944609 2.772284 0.04 0.02 0.06 -0.068
C 0.082522 1.766687 3.172947 0.00 -0.04 -0.04 -0.069
C -0.554720 1.020325 2.195168 -0.07 0.00 0.01 -0.146
N -0.578632 1.355149 0.911816 -0.06 -0.13 -0.05 0.103
Si -0.735158 4.258725 -1.515101 0.10 -0.10 0.02 0.407
C -0.236718 5.794979 -0.527057 -0.04 -0.01 -0.05 -0.184
C -0.420522 4.684539 -3.322788 -0.02 0.04 0.04 -0.200
C -2.604338 4.229887 -1.297808 0.02 0.03 -0.10 -0.195
Si 1.978531 2.690322 -1.477357 0.01 0.00 0.04 0.438
C 2.879551 1.340495 -0.554036 -0.04 0.03 -0.02 -0.136
C 2.249353 2.541681 -3.338800 0.00 -0.03 0.00 -0.177
C 2.892531 4.308693 -1.075756 -0.03 -0.02 -0.06 -0.191
H -3.552376 0.669356 -1.811556 -0.02 -0.02 0.00 -0.004
H -2.917745 1.793779 -0.592406 -0.01 0.09 0.04 -0.036
H -2.648306 0.070482 -0.383958 0.00 -0.05 0.07 -0.022
H 1.082027 -0.306008 -3.938596 0.02 -0.01 0.03 0.069
H 3.362626 -0.906919 -4.625178 0.00 -0.02 0.02 0.094
H 4.777202 -2.307875 -3.063646 -0.01 0.00 0.00 0.076
H 3.744295 -3.022215 -0.921946 0.02 0.00 0.00 0.099
H -0.821868 -2.499706 -4.274975 0.08 0.00 -0.03 0.013
H -2.249133 -1.512134 -3.977539 -0.04 0.06 -0.01 0.003
H -2.362078 -3.273754 -3.873948 -0.03 -0.05 -0.02 0.011
H 0.498242 -4.092507 -1.984855 0.04 -0.02 -0.04 0.018
H -1.132252 -4.764836 -1.809002 -0.03 -0.06 -0.01 0.023
H -0.267811 -4.143546 -0.393181 0.00 0.01 0.09 0.007
H -3.652688 -1.695134 -1.384354 -0.05 0.02 -0.02 0.010
H -2.868461 -2.167822 0.130743 0.04 0.02 0.08 0.001
H -3.312598 -3.394239 -1.052662 -0.03 -0.06 0.01 0.028
H 1.173572 4.192770 1.106294 -0.02 0.03 -0.01 0.072
H 1.197362 3.574315 3.490725 -0.01 -0.01 -0.01 0.099
H 0.152967 1.390374 4.181073 -0.02 0.00 0.03 0.097
H -1.053133 0.087369 2.435833 -0.12 0.02 0.16 0.093
H 0.835011 5.983330 -0.507228 0.05 0.00 0.00 0.005
H -0.590363 5.727733 0.501312 -0.02 -0.01 0.08 0.026
H -0.723592 6.659611 -0.988894 -0.01 0.02 -0.01 0.025
H 0.609469 4.997112 -3.497182 0.05 0.02 -0.01 0.018
H -1.076476 5.508495 -3.614414 -0.03 0.05 0.00 0.024
H -0.634664 3.832926 -3.968382 -0.03 -0.04 -0.03 0.007
H -2.884372 3.945300 -0.285247 -0.03 -0.02 0.12 0.028
H -3.099703 3.549586 -1.990329 -0.01 -0.02 -0.02 0.020
H -2.982405 5.240792 -1.478060 -0.01 0.02 -0.02 0.024
H 2.364214 0.383592 -0.631780 0.00 0.01 0.02 0.018
H 2.952294 1.576847 0.508155 0.01 0.02 0.08 0.039
H 3.890901 1.214092 -0.948072 0.04 -0.01 -0.02 0.039
H 2.403563 1.508014 -3.636303 0.01 -0.05 0.00 -0.004
H 3.146166 3.106112 -3.608443 0.04 0.02 -0.01 0.028
H 1.415520 2.934139 -3.916706 -0.01 -0.01 -0.03 -0.001
H 2.823176 4.625977 -0.037352 0.01 0.01 0.06 0.012
H 2.559479 5.131293 -1.712947 -0.01 0.03 -0.02 0.015
H 3.950008 4.133899 -1.293827 0.04 -0.01 -0.02 0.026
C -5.046870 -3.806092 2.846008 -0.12 -0.01 0.03 -0.037
C -3.742658 -3.084971 2.638930 0.12 -0.35 -0.02 -0.330
N -3.636270 -1.813311 2.664340 -0.05 0.20 0.01 0.035
O -4.894623 -1.187807 2.909332 -0.05 0.21 0.01 -0.117
C -2.557459 -3.916672 2.388354 0.01 -0.02 0.03 -0.341
C -2.659578 -5.416403 2.341056 0.03 0.01 0.01 -0.067
N -1.428218 -3.295645 2.197757 -0.05 -0.08 -0.01 -0.152
O -0.351431 -3.977938 1.971645 -0.65 -1.24 0.26 -0.368
H -5.869083 -3.117419 3.022452 0.08 -0.07 -0.01 0.057
H -4.956844 -4.489750 3.692267 0.00 -0.02 0.02 0.077
H -5.271407 -4.416105 1.970093 -0.02 0.00 -0.03 0.075
H -4.647787 -0.269080 2.783746 -0.03 0.08 0.01 0.068
H -2.834351 -5.864697 3.326195 0.00 0.01 0.02 0.066
H -1.705255 -5.786744 1.968778 0.00 0.01 0.00 0.058
H -3.458437 -5.764177 1.680824 -0.01 0.01 -0.03 0.059
```
Positions in Å, forces in eV/Å.

Computed properties:
Frontier orbital gap in Eh: 0.194
E in eV: -90988.3399
ΔE to the lowest compared entry with this formula, charge and spin in kcal/mol: 12.4
Net charge: -2